1) The following is a quantum chemistry calculation of one molecule with the formula C9H15N3O2S, from OMol25.

Element x y z (Å)
O: 1.4250 2.8347 -0.0550
S: 1.5542 1.4235 0.1405
O: 2.8617 0.8271 0.1935
N: 0.6580 0.6363 -0.9834
C: -0.5599 1.2741 -1.4225
C: -1.6388 0.2656 -1.8050
H: -2.5449 0.8220 -2.0532
C: -1.9654 -0.7457 -0.7062
H: -2.4320 -0.2312 0.1358
C: -0.7550 -1.5348 -0.1879
C: 0.2959 -1.8192 -1.2599
H: 0.9684 -2.5964 -0.8937
C: 1.1286 -0.5634 -1.6190
H: 2.1575 -0.6796 -1.2769
H: 1.1513 -0.4154 -2.7048
H: -0.1967 -2.2110 -2.1506
H: -0.2821 -0.9878 0.6277
H: -1.1101 -2.4830 0.2211
H: -2.7008 -1.4445 -1.1124
H: -1.3264 -0.2637 -2.7056
H: -0.8941 1.9053 -0.5973
H: -0.3538 1.9274 -2.2822
C: 0.8045 1.0022 1.6966
C: -0.3683 1.2698 2.3542
N: -0.3900 0.6116 3.5379
C: 0.7396 -0.0399 3.6135
N: 1.5010 0.1588 2.5165
H: 2.4249 -0.1774 2.2903
H: 1.0312 -0.6591 4.4375
H: -1.1833 1.8938 2.0503

The gap between HOMO and LUMO comes out at 9.8 eV.

2) The following is a quantum chemistry calculation of one molecule with the formula C9H15N3O2S, from OMol25.

Element x y z (Å)
C: -4.1371 -2.3782 -0.6175
C: -4.2585 0.0960 -0.9150
C: -0.9919 0.5816 1.1595
C: 0.4201 1.1746 -0.7257
C: 0.1693 1.0941 2.1307
C: 1.6560 1.3119 0.2641
C: -1.4463 -0.6282 -0.8448
C: -0.0348 -2.6359 -0.7757
C: -0.7201 -1.6356 -1.7360
N: -4.4770 -1.2375 -0.6041
N: -0.4547 0.2056 -0.1249
N: 0.9877 2.0496 1.3678
O: -4.0985 -3.5145 -0.6489
O: -5.1623 0.8717 -0.7423
S: -2.6547 0.4890 -1.5881
H: -1.5921 -0.1462 1.7038
H: -1.6976 1.4348 0.9924
H: -0.0844 2.1919 -1.0315
H: 0.7695 0.6742 -1.6658
H: -0.3552 1.4733 2.9745
H: 0.8773 0.2632 2.2555
H: 1.9232 0.4125 0.7542
H: 2.4919 1.9797 -0.2103
H: -0.7477 -3.2396 -0.3545
H: 0.4004 -1.9827 -0.0184
H: 0.7258 -3.2152 -1.3232
H: -1.5142 -1.9459 -2.3576
H: 0.0128 -1.2151 -2.3858
H: 0.3385 2.7140 0.9470
H: 1.5787 2.5794 2.0131

The gap between HOMO and LUMO comes out at 5.2 eV.

Referenced to the most stable arrangement, the calculated values in kJ/mol are 1) 0.0; 2) 435.0.

1) The following is a quantum chemistry calculation of one molecule with the formula C2H2Cl2N2, from OMol25.

Element x y z (Å)
C: 0.6083 0.1644 -0.4939
C: -0.8083 0.1348 0.6140
N: 0.9268 -1.0476 -1.1671
N: 1.6964 -0.7076 -0.2698
Cl: 0.8022 1.7026 -1.2873
Cl: -1.0625 -1.5208 1.1025
H: -1.6416 0.5222 0.0442
H: -0.5213 0.7520 1.4575

The gap between HOMO and LUMO comes out at 10.6 eV.

2) The following is a quantum chemistry calculation of a 3-piece molecular cluster, C2H2Cl2N2 overall, from OMol25.

Element x y z (Å)
C: -1.4260 0.0818 0.8405
C: -1.1882 -2.0611 1.5512
N: -1.1338 -1.1484 0.8399
N: -1.2868 1.2420 0.6810
Cl: 2.9731 0.0663 -0.6506
Cl: -0.2220 0.9303 -2.2563
H: 3.4336 -1.0811 -1.0359
H: -1.1499 1.9702 0.0301

The gap between HOMO and LUMO (spin up / spin down) comes out at 5.1 / 5.1 eV.

Referenced to the most stable arrangement, the calculated values in kJ/mol are 1) 0.0; 2) 264.8.

1) The following is a quantum chemistry calculation of an isolated ion of composition C5H5O2 and charge -1, from OMol25.

Element x y z (Å)
C: -1.5217 -0.2044 -0.6870
C: -1.2314 -1.3482 -0.1664
C: -0.8349 1.0268 -0.0725
C: 0.4654 0.8458 0.3228
C: 1.5420 -0.2450 0.1664
O: -0.8312 -2.4070 0.2442
O: -1.5062 2.0743 0.0525
H: -2.3485 0.0154 -1.3198
H: 0.7961 1.7911 0.8355
H: 1.2454 -1.0872 1.0170
H: 2.5352 0.3460 0.3819
H: 1.6895 -0.8076 -0.7745

The gap between HOMO and LUMO comes out at 6.2 eV. As for the charge: -1.

2) The following is a quantum chemistry calculation of C5H5O2 as an isolated structure, from OMol25.

Element x y z (Å)
C: 1.2790 0.0827 -0.7124
C: 0.3275 0.9711 -0.5000
C: -1.8152 -0.0541 0.0434
C: 0.8361 -0.7709 0.4041
C: -0.3595 0.2493 0.6247
O: -1.9295 -1.2414 -0.3082
O: -2.4931 0.9344 0.1145
H: 2.1086 0.0372 -1.3836
H: 0.1943 1.7734 -1.1819
H: 0.6339 -1.6763 -0.0256
H: 1.5938 -0.9455 1.2667
H: -0.3759 0.6401 1.6583

The gap between HOMO and LUMO comes out at 7.7 eV. As for the charge: -1.

Referenced to the most stable arrangement, the calculated values in kJ/mol are 1) 59.3; 2) 0.0.